The following is a DFT calculation (wB97M-V/def2-TZVPD) of an isolated molecule of C3H4ClN3 at a distorted geometry.

CARTESIAN COORDINATES (ANGSTROEM)
N  -1.3992  0.9468  -1.3034
C  -0.2970  0.5919  -0.5869
N  0.9532  0.5687  -0.8568
C  1.6464  -0.1270  0.0733
N  0.8798  -0.7640  1.0361
C  -0.3901  -0.4060  0.9190
Cl  -1.7713  -1.4082  1.4450
H  -2.1517  0.2613  -1.0475
H  -1.5344  1.8274  -1.7062
H  2.7069  -0.3628  0.1650
H  1.3575  -1.1281  1.8623

The net charge is 0. The electronic energy is -20165.9323 eV. The energy above the lowest of the compared OMol25 structures with the same formula, charge and spin comes out at 2.625 eV. As for the SMILES: Nc1nc[nH]c1Cl. The frontier orbital gap comes out at 7.94 eV. For the LUMO energy, the calculation gives 0.793 eV. The calculation puts the HOMO energy at -7.14 eV.

The following is a DFT calculation (wB97M-V/def2-TZVPD) of a structure of composition C50H50CsN9SSeSi at a distorted geometry.

CARTESIAN COORDINATES (ANGSTROEM)
Cs  0.2986  -0.2382  -0.2504
N  3.4404  1.3635  -1.9983
C  4.6963  0.8412  -2.2789
C  5.4277  1.3003  -3.3628
C  6.6988  0.8046  -3.6134
C  7.2644  -0.1253  -2.7625
C  6.5456  -0.5839  -1.6675
C  5.2616  -0.1290  -1.4476
S  4.3081  -0.7422  -0.0831
N  3.2029  0.4922  0.1770
C  2.9085  1.3353  -0.7349
C  1.8553  2.3303  -0.4777
C  1.4083  2.5330  0.7939
C  0.2304  3.4026  1.0674
C  -0.1058  4.1848  -0.1631
C  0.4482  3.8984  -1.3645
N  1.3995  2.9695  -1.5837
H  3.1033  2.1347  -2.5638
H  4.9862  2.0408  -4.0134
H  7.2501  1.1656  -4.4675
H  8.2606  -0.4987  -2.9401
H  6.9722  -1.3062  -0.9899
H  1.8692  2.0157  1.6185
H  0.4335  4.0990  1.8931
H  -0.8325  4.9776  -0.0526
H  0.1437  4.4505  -2.2481
C  -0.9837  2.5229  1.4882
Si  -1.0675  2.1255  3.3472
C  0.4870  1.2417  4.0573
N  0.9996  0.1882  3.1931
C  0.2257  -1.0504  3.2689
C  1.0616  -2.2665  3.6747
C  1.8487  -1.9341  4.9404
C  2.7879  -0.7425  4.6841
C  2.4230  -0.0463  3.3636
C  -2.6515  1.1554  3.7157
C  -2.8329  0.6649  5.0054
C  -3.9882  0.0038  5.3729
C  -5.0023  -0.1691  4.4450
C  -4.8484  0.3230  3.1607
C  -3.6829  0.9751  2.7993
C  -1.2884  3.7589  4.3101
C  -2.5498  4.1375  4.7643
C  -2.7434  5.3140  5.4656
C  -1.6703  6.1511  5.7203
C  -0.4084  5.8002  5.2713
C  -0.2248  4.6166  4.5775
H  -0.9797  1.6095  0.8872
H  -1.8946  3.0662  1.2238
H  0.2940  0.8822  5.0798
H  1.2727  1.9904  4.1585
H  -0.2552  -1.2451  2.3014
H  -0.5679  -0.9290  4.0137
H  1.7501  -2.5376  2.8720
H  0.3908  -3.1125  3.8492
H  2.4202  -2.8050  5.2674
H  1.1355  -1.6881  5.7324
H  3.8237  -1.0802  4.6158
H  2.7190  -0.0252  5.5055
H  2.7674  -0.6481  2.5195
H  2.9440  0.9113  3.2919
H  -2.0549  0.8181  5.7398
H  -4.0992  -0.3704  6.3816
H  -5.9093  -0.6807  4.7293
H  -5.6437  0.1921  2.4400
H  -3.5810  1.3438  1.7899
H  -3.3919  3.4914  4.5659
H  -3.7320  5.5768  5.8158
H  -1.8172  7.0710  6.2677
H  0.4330  6.4497  5.4663
H  0.7667  4.3563  4.2380
C  -3.7469  -4.7064  2.7778
C  -3.3394  -3.5208  3.3764
C  -2.9454  -2.4467  2.6120
C  -2.9178  -2.5428  1.2088
C  -3.3181  -3.7562  0.6137
C  -3.7414  -4.8117  1.3939
N  -2.6234  -1.4214  0.4973
N  -2.1570  -1.5645  -0.7047
C  -2.3002  -0.5223  -1.5559
C  -3.5033  0.2179  -1.5851
C  -3.6733  1.1785  -2.5513
C  -2.6389  1.4178  -3.4533
C  -1.4916  0.6510  -3.3478
N  -1.3183  -0.2950  -2.4411
H  -4.0731  -5.5383  3.3823
H  -3.3434  -3.4311  4.4537
H  -2.6614  -1.5191  3.0816
H  -3.3468  -3.8269  -0.4649
H  -4.0792  -5.7285  0.9286
H  -4.2817  -0.0338  -0.8804
H  -4.5989  1.7351  -2.6116
H  -2.7305  2.1688  -4.2200
H  -0.6616  0.7954  -4.0317
C  -1.1359  -2.7072  -4.4188
N  -1.1437  -3.6055  -3.3019
C  -0.2108  -3.6707  -2.3260
Se  1.2833  -2.6913  -2.1522
N  -0.5511  -4.6862  -1.4917
C  -1.7090  -5.2793  -1.9247
C  -2.4430  -6.3560  -1.4588
C  -3.5970  -6.6766  -2.1556
C  -4.0020  -5.9576  -3.2774
C  -3.2562  -4.8974  -3.7660
C  -2.0984  -4.5709  -3.0779
H  -0.2643  -2.0611  -4.3334
H  -2.0342  -2.0889  -4.4110
H  -1.0886  -3.2739  -5.3517
H  -0.0280  -4.9160  -0.6616
H  -2.1318  -6.9166  -0.5900
H  -4.1987  -7.5063  -1.8186
H  -4.9183  -6.2322  -3.7786
H  -3.5701  -4.3462  -4.6394

The net charge is 0. The electronic energy is -150678.5328 eV. The energy above the lowest of the compared OMol25 structures with the same formula, charge and spin comes out at 1.061 eV. The frontier orbital gap comes out at 3.63 eV. For the LUMO energy, the calculation gives -1.740 eV. The calculation puts the HOMO energy at -5.37 eV.

The following is a DFT calculation (wB97M-V/def2-TZVPD) of an isolated molecule of C19H25N3O3S at a distorted geometry.

CARTESIAN COORDINATES (ANGSTROEM)
C  -1.8476  -3.0139  -0.7091
C  -1.3049  -1.8023  -1.4627
O  -1.4445  -0.5998  -0.7364
C  -2.6552  0.0334  -0.6544
C  -3.7908  -0.3747  -1.3483
C  -4.9852  0.3103  -1.2231
C  -5.0696  1.4171  -0.3998
C  -3.9450  1.8331  0.2862
C  -2.7319  1.1662  0.1752
C  -1.5793  1.6934  0.9864
S  -1.7582  1.1830  2.7485
C  -1.7849  -0.6142  2.5171
C  -0.4425  -1.2763  2.3986
O  -0.2068  -2.3339  2.9482
N  0.5545  -0.7135  1.6488
C  0.6557  0.3790  0.8120
C  -0.2125  1.3908  0.5010
C  0.4220  2.2303  -0.4910
O  0.0260  3.2162  -1.0827
N  1.6780  1.6765  -0.6580
N  1.8014  0.5055  0.0707
C  3.0919  -0.1183  0.2835
C  3.2910  -1.2736  -0.7185
C  3.1685  -0.8523  -2.1784
C  4.2354  0.9049  0.2561
C  4.0925  1.9484  1.3585
H  -1.3589  -3.1034  0.2588
H  -1.6567  -3.9164  -1.2832
H  -2.9187  -2.9230  -0.5446
H  -0.2234  -1.9058  -1.5964
H  -1.7621  -1.7179  -2.4556
H  -3.7541  -1.2350  -1.9976
H  -5.8497  -0.0306  -1.7730
H  -5.9996  1.9533  -0.2948
H  -3.9981  2.6955  0.9340
H  -1.6718  2.7838  1.0295
H  -2.3836  -0.8178  1.6281
H  -2.2898  -1.0408  3.3841
H  1.3768  -1.3078  1.6603
H  2.2690  1.8361  -1.4573
H  3.0926  -0.5471  1.2945
H  2.5413  -2.0421  -0.5141
H  4.2733  -1.7156  -0.5444
H  2.1838  -0.4360  -2.3784
H  3.3041  -1.7176  -2.8226
H  3.9257  -0.1184  -2.4424
H  5.1687  0.3559  0.3950
H  4.2893  1.4022  -0.7120
H  4.9401  2.6282  1.3401
H  3.1855  2.5332  1.2278
H  4.0584  1.4719  2.3360

The net charge is 0. The electronic energy is -41556.8273 eV. The energy above the lowest of the compared OMol25 structures with the same formula, charge and spin comes out at 2.593 eV. As for the SMILES: CCOc1ccccc1[C@H]1SCC(=O)Nc2c1c(=O)[nH]n2C(CC)CC. The frontier orbital gap comes out at 8.46 eV. For the LUMO energy, the calculation gives 0.564 eV. The calculation puts the HOMO energy at -7.89 eV.

The following is a DFT calculation (wB97M-V/def2-TZVPD) of a cluster of 2 separate species, C2H8BFNO4 in total at a distorted geometry.

CARTESIAN COORDINATES (ANGSTROEM)
O  1.0206  -2.8039  0.9403
B  -0.3892  -2.6426  0.8661
O  -1.1294  -3.8288  0.5683
N  -1.0220  -1.3890  1.0967
F  -1.7117  -1.1573  -0.2532
H  1.3883  -2.3710  0.1675
H  -1.1842  -3.9089  -0.3886
C  -0.0858  2.0386  -1.0536
C  1.0376  1.4965  -0.1952
O  0.5866  1.3030  1.1304
O  -0.5690  3.2638  -0.5079
H  0.2582  2.2374  -2.0716
H  -0.9011  1.3074  -1.0867
H  1.8531  2.2234  -0.1459
H  1.4187  0.5569  -0.6137
H  -0.0328  0.5435  1.0977
H  -0.5379  3.1310  0.4496

The net charge is -1. The electronic energy is -15278.5622 eV. The energy above the lowest of the compared OMol25 structures with the same formula, charge and spin comes out at 0.000 eV. The frontier orbital gap comes out at 6.81 eV. For the LUMO energy, the calculation gives 3.535 eV. The calculation puts the HOMO energy at -3.27 eV.